Formula: C3H7NO4
Source: OMol25
Level of theory: wB97M-V/def2-TZVPD

The geometry in ORCA input format:
```
! RIJCOSX wB97M-V def2-TZVPD def2/J DEFGRID3
* xyz 0 1
O 2.5304 0.9934 1.9654
C 1.3786 0.7755 1.7424
C 0.7918 0.9918 0.3464
N -0.0800 -0.1435 -0.0309
C -1.4519 0.0371 -0.0052
O -1.9095 0.8474 1.0026
O -2.2633 -0.4568 -0.7255
H 0.6683 0.3719 2.4850
H 0.2363 1.9101 0.1731
H 1.6890 0.9155 -0.2621
H 0.2305 -0.6594 -0.8499
H -1.2470 1.2714 1.5026
H -0.3069 -1.5922 -2.8337
H -0.3214 -3.0696 -2.3550
O 0.0551 -2.1925 -2.1553
*
```

Results
- HOMO-LUMO gap (eV) = 10.543
- LUMO energy (eV) = 0.5075


Formula: C31H71N9O17S2
Source: OMol25
Level of theory: wB97M-V/def2-TZVPD

The geometry in ORCA input format:
```
! RIJCOSX wB97M-V def2-TZVPD def2/J DEFGRID3
* xyz 0 1
C -5.9619 0.7055 1.1162
C -4.5185 0.8002 1.5675
O -4.0667 0.0180 2.4061
N -3.8048 1.8067 1.0420
C -2.3983 2.0643 1.3053
H -6.4397 -0.2247 1.4065
H -6.0023 0.7068 0.0249
H -6.5176 1.5087 1.6038
H -4.2446 2.4115 0.3697
H -1.8611 1.9928 0.3585
H -1.9341 1.3879 2.0129
H -2.3008 3.0843 1.6720
C 2.6220 -2.8462 4.3891
C 1.1333 -2.8036 4.4818
O 0.5357 -2.1968 5.3565
N 0.4452 -3.4905 3.5328
C -0.9974 -3.5874 3.5471
H 3.0338 -3.5155 5.1435
H 2.9679 -1.8224 4.5269
H 3.0167 -3.1417 3.4176
H 1.0036 -4.1201 2.9837
H -1.4748 -2.6232 3.6967
H -1.3659 -4.2995 4.2867
H -1.2802 -3.9517 2.5562
C -3.6422 -3.2269 0.8853
C -5.0762 -2.8403 0.5400
O -5.3127 -1.9507 -0.2628
N -6.0545 -3.5190 1.1630
C -7.4485 -3.3525 0.8241
H -3.7034 -4.1499 1.4681
H -3.1863 -2.4362 1.4769
H -3.0797 -3.4536 -0.0184
H -5.8587 -4.1993 1.8741
H -7.9344 -2.6616 1.5235
H -8.0611 -4.2506 0.8984
H -7.5417 -2.9274 -0.1716
C -0.9705 -2.8949 -3.3215
C -0.7142 -3.8299 -2.1627
O -1.2322 -4.9429 -2.1205
N 0.2186 -3.4475 -1.2590
C 0.7173 -4.3567 -0.2547
H -1.1371 -1.8664 -2.9969
H -1.9048 -3.1238 -3.8318
H -0.1475 -2.9542 -4.0307
H 0.5061 -2.4752 -1.2268
H 1.4207 -3.8191 0.3900
H 1.2147 -5.2255 -0.6780
H -0.0821 -4.6258 0.4427
C 1.8788 1.3497 4.5846
C 1.0286 2.3072 3.7693
O 0.9222 2.1601 2.5572
N 0.3967 3.2957 4.4368
C -0.3486 4.3125 3.7338
H 2.9154 1.5650 4.3254
H 1.6669 0.3297 4.2751
H 1.6703 1.4530 5.6482
H 0.4585 3.3807 5.4337
H 0.2136 4.6640 2.8634
H -0.5550 5.2002 4.3247
H -1.2644 3.9020 3.3081
C 0.9265 4.5480 0.2800
C -0.2005 5.5165 0.5942
O -1.3447 5.1171 0.7565
N 0.1451 6.8191 0.5582
C -0.8716 7.8565 0.5884
H 0.5752 3.5260 0.3843
H 1.7770 4.7240 0.9415
H 1.2405 4.7033 -0.7532
H 1.0968 7.1234 0.6221
H -1.2899 8.0955 -0.3934
H -0.4089 8.7829 0.9284
H -1.7126 7.5714 1.2149
C 2.1377 0.9622 -0.6344
C 0.9514 0.0387 -0.5271
O 0.5416 -0.5298 -1.5580
N 0.3614 -0.0813 0.6587
C -0.5896 -1.1033 1.0265
H 2.6590 1.1342 0.3084
H 1.8173 1.9327 -1.0075
H 2.8403 0.4832 -1.3150
H 0.8962 0.3852 1.3844
H -1.2603 -1.3123 0.1978
H -1.1114 -0.8264 1.9396
H -0.0808 -2.0507 1.2357
C 3.2657 -1.2205 -4.0958
C 2.1842 -0.7943 -5.0522
O 2.3479 -0.8471 -6.2690
N 1.1013 -0.2274 -4.4919
C 0.0564 0.4316 -5.2231
H 2.8837 -1.6643 -3.1707
H 3.7806 -0.3185 -3.7532
H 3.9442 -1.9017 -4.5997
H 1.0801 -0.2609 -3.4812
H -0.1622 -0.0747 -6.1626
H 0.3656 1.4292 -5.5643
H -0.8274 0.5609 -4.6046
C -3.0341 -0.3210 -1.7770
C -3.7960 -0.3964 -3.0708
O -3.2789 -0.0492 -4.1309
N -4.9636 -1.0640 -3.0158
C -5.6986 -1.3949 -4.2272
H -2.2686 0.4513 -1.7625
H -2.5601 -1.2679 -1.5231
H -3.7444 -0.1196 -0.9707
H -5.3297 -1.4302 -2.1469
H -4.9670 -1.8611 -4.8957
H -6.1181 -0.5581 -4.7844
H -6.4630 -2.1218 -3.9660
C 5.6821 -3.2213 0.5947
C 4.5577 -3.1235 -0.4523
O 3.9059 -1.8642 -0.2048
S 4.3460 -1.2017 1.2176
O 3.2072 -0.9238 2.0408
O 5.2734 -0.1451 1.0114
O 5.1454 -2.5326 1.7179
H 6.6138 -2.7348 0.3106
H 5.8467 -4.2671 0.8357
H 3.7966 -3.8699 -0.2328
H 4.8859 -3.1322 -1.4859
C 7.0507 4.5429 -2.1733
C 7.3600 3.0522 -1.9538
O 6.3494 2.6239 -1.0601
S 4.9356 3.1976 -1.6234
O 4.0051 3.4651 -0.5844
O 4.5579 2.4470 -2.7751
O 5.6281 4.6104 -2.1023
H 7.3352 4.9364 -3.1439
H 7.5190 5.1204 -1.3745
H 8.3311 2.8035 -1.5442
H 7.2116 2.5679 -2.9243
*
```

Results
- HOMO-LUMO gap (eV) = 8.521
- LUMO energy (eV) = 0.1450


Formula: C37H53Br54ClNO
Source: OMol25
Level of theory: wB97M-V/def2-TZVPD

The geometry in ORCA input format:
```
! RIJCOSX wB97M-V def2-TZVPD def2/J DEFGRID3
* xyz 1 1
C -7.9910 -2.7701 5.8463
C -6.7659 -1.7518 5.5277
C -6.6311 -1.5894 3.9360
C -5.2409 -0.9564 3.4279
C -4.6421 0.2193 4.3542
C -3.1558 -0.1961 4.8333
C -3.1117 -1.2103 6.0811
C -3.0347 -2.7839 5.6360
C -1.6196 -3.3603 6.1274
C -1.3480 -4.9035 5.7538
C -1.7447 -5.3151 4.2499
C -1.1261 -4.3179 3.1042
C -0.0679 -5.1129 2.1416
C 0.9555 -4.0604 1.3957
C -0.0670 -2.9294 0.9111
N -0.2465 -2.8903 -0.4101
C -1.2077 -1.8300 -0.8632
C -1.8180 -2.0451 -2.3247
O -2.0061 -1.0026 -3.0111
Cl -2.3064 -3.6367 -3.0603
C 0.5838 -3.8738 -1.1642
C 1.2591 -4.8147 -0.0140
H -7.7433 -3.3518 6.8094
H -8.9759 -2.2165 6.0080
H -8.1352 -3.5105 4.9797
H -7.1050 -0.7257 5.9486
H -5.7910 -2.0381 6.0579
H -6.6925 -2.6624 3.4966
H -7.5183 -1.0267 3.4537
H -5.4545 -0.4909 2.3874
H -4.4711 -1.7923 3.2371
H -5.3279 0.5593 5.2028
H -4.5006 1.1456 3.6715
H -2.6340 0.7978 5.1279
H -2.5409 -0.6239 3.9639
H -3.9974 -1.0025 6.7707
H -2.1269 -0.9808 6.6483
H -3.1447 -2.9276 4.5081
H -3.8702 -3.3152 6.2338
H -1.5433 -3.2220 7.2623
H -0.7945 -2.7033 5.6588
H -1.9452 -5.5902 6.4544
H -0.2269 -5.1232 5.8950
H -2.8828 -5.3603 4.1047
H -1.3230 -6.3532 4.0034
H -0.6011 -3.3979 3.5676
H -2.0539 -3.9545 2.5092
H 0.5273 -5.8705 2.7537
H -0.7304 -5.6076 1.3320
H 1.8296 -3.7863 2.0725
H -0.6724 -2.1516 1.4869
H -0.7103 -0.8071 -0.7426
H -2.1079 -1.8471 -0.1326
H 0.1576 -4.4098 -2.0742
H 1.5191 -3.3078 -1.5408
H 2.4031 -4.9617 -0.1134
H 0.7757 -5.8429 -0.1806
C 1.8448 -2.3597 8.5954
Br 1.3734 -4.2372 8.5147
Br 2.1622 -1.6291 6.8305
Br 0.5321 -1.3256 9.5800
H 2.7834 -2.2890 9.1453
C 1.4378 1.0653 -2.0488
Br 2.2985 0.3792 -0.4535
Br -0.2070 2.0103 -1.6314
Br 2.6437 2.1477 -3.1127
H 1.1647 0.2029 -2.6562
C 1.3186 1.5896 3.8255
Br 1.8584 -0.2460 3.4998
Br -0.2427 2.0772 2.7817
Br 1.0637 1.9391 5.7145
H 2.1376 2.2263 3.4906
C 1.4816 6.1052 -4.6956
Br 3.3181 5.4854 -4.7903
Br 0.7738 6.5314 -6.4498
Br 0.3445 4.8535 -3.7461
H 1.4870 7.0299 -4.1201
C -0.5418 2.6656 -7.9791
Br 0.3350 1.9927 -6.3837
Br -2.1855 3.6035 -7.5560
Br 0.6530 3.7527 -9.0522
H -0.8134 1.8005 -8.5823
C 5.3491 2.4369 4.2169
Br 4.1640 3.9477 4.4929
Br 5.2965 1.1969 5.7081
Br 5.0013 1.5473 2.5271
H 6.3629 2.8319 4.1662
C 6.4348 0.1527 -3.3903
Br 5.9556 1.6498 -4.5268
Br 6.2109 0.5749 -1.5096
Br 5.4805 -1.4629 -3.8858
H 7.4946 -0.0418 -3.5491
C -3.0729 7.3867 -6.0023
Br -4.1245 7.1446 -7.6150
Br -2.7838 9.2631 -5.6067
Br -3.8397 6.4406 -4.4924
H -2.0943 6.9460 -6.1906
C 2.8860 8.1953 4.5044
Br 1.6986 9.7042 4.7765
Br 2.8357 6.9590 5.9993
Br 2.5420 7.3005 2.8172
H 3.8993 8.5924 4.4535
C 7.5357 4.0172 -7.5471
Br 7.4928 4.4673 -9.4323
Br 8.9815 4.9196 -6.6211
Br 5.8222 4.3347 -6.6932
H 7.7321 2.9479 -7.4790
C -0.9933 -5.2386 -6.7606
Br -0.0481 -4.0910 -8.0063
Br -2.6219 -5.9550 -7.5325
Br 0.1510 -6.6420 -6.0620
H -1.2876 -4.6173 -5.9160
C 2.1248 4.4907 9.4882
Br 3.4827 3.6743 10.6069
Br 0.7829 3.2052 8.9300
Br 1.3275 6.0418 10.3362
H 2.6240 4.8419 8.5861
C 5.6771 -4.0587 9.0078
Br 5.4815 -2.9284 7.4422
Br 5.3006 -3.0924 10.6474
Br 4.6158 -5.6757 8.8610
H 6.7212 -4.3657 9.0513
C -3.8061 -8.0804 -10.9275
Br -4.2628 -9.9656 -10.9617
Br -3.4885 -7.3823 -12.7086
Br -5.1289 -7.0356 -9.9679
H -2.8695 -7.9898 -10.3780
C 5.8374 1.6001 -12.5963
Br 6.7036 0.9140 -11.0020
Br 4.1981 2.5476 -12.1738
Br 7.0432 2.6839 -13.6609
H 5.5609 0.7398 -13.2041
C 4.7101 12.5931 2.7759
Br 5.2536 10.7578 2.4543
Br 3.1487 13.0759 1.7315
Br 4.4529 12.9497 4.6656
H 5.5273 13.2299 2.4402
C -1.1199 -11.5510 -9.4822
Br -0.5246 -13.2060 -10.2996
Br -1.8379 -11.8425 -7.7037
Br 0.2753 -10.2026 -9.4839
H -1.9338 -11.1667 -10.0950
C -6.2107 10.8575 -7.0665
Br -7.2570 10.6087 -8.6808
Br -5.9265 12.7355 -6.6727
Br -6.9792 9.9129 -5.5568
H -5.2306 10.4186 -7.2510
*
```

Results
- HOMO-LUMO gap (eV) = 7.040
- LUMO energy (eV) = -4.0291


Formula: C28H33F3N3O4PS6Ti
Source: OMol25
Level of theory: wB97M-V/def2-TZVPD

The geometry in ORCA input format:
```
! RIJCOSX wB97M-V def2-TZVPD def2/J DEFGRID3
* xyz -2 3
Ti 0.7847 0.2010 -0.0320
C -2.4995 -0.5048 1.0902
C -1.1905 0.1575 1.4285
N -0.1153 -0.6344 1.6142
N 0.6419 -0.3588 2.7161
C 1.9198 -0.3846 2.6658
S 2.9292 -0.5648 1.3097
S 2.6648 -0.1512 4.2830
C 1.8208 1.4348 4.7242
C 2.7725 2.5643 4.5349
C 3.1901 2.9306 3.2585
C 4.1323 3.9271 3.0924
C 4.6798 4.5659 4.1930
C 4.2672 4.2118 5.4652
C 3.3182 3.2196 5.6325
C -1.1879 1.5360 1.8889
C -2.2766 2.1928 2.4585
C -2.1990 3.5327 2.7966
C -1.0344 4.2480 2.5629
C 0.0537 3.6305 1.9762
C 0.0040 2.2791 1.6186
O 0.9855 1.7097 0.9712
H -2.3514 -1.3862 0.4647
H -3.1584 0.1901 0.5719
H -2.9750 -0.8305 2.0241
H 1.4942 1.3425 5.7609
H 0.9577 1.4801 4.0577
H 2.7931 2.4224 2.3906
H 4.4442 4.1994 2.0953
H 5.4293 5.3345 4.0577
H 4.6907 4.7047 6.3311
H 3.0014 2.9388 6.6282
H -3.1970 1.6475 2.6299
H -3.0601 4.0263 3.2278
H -0.9877 5.3049 2.7989
H 0.9418 4.1890 1.7215
S 2.4983 1.2980 -1.5870
S 1.7262 3.1573 -1.6482
S -0.1374 2.8556 -2.5446
S -1.0432 1.6150 -1.1897
F 2.8224 -6.4208 -1.0621
C 2.2891 -5.6085 -2.0450
F 1.2137 -6.3357 -2.4712
F 3.1902 -5.6896 -3.0467
C 1.9515 -4.2482 -1.6305
C 2.7028 -3.1171 -2.0319
C 2.2888 -1.8668 -1.6835
N 1.1694 -1.5918 -0.9293
C 0.5117 -2.7068 -0.4712
C 0.8451 -3.9900 -0.7803
H 3.5921 -3.2494 -2.6298
H 2.8646 -1.0112 -2.0229
H -0.3059 -2.5075 0.2158
H 0.2542 -4.8115 -0.4010
C -4.0911 -3.1698 -1.8143
C -2.5883 -3.4428 -1.8332
O -1.8953 -2.5270 -2.6234
P -1.5419 -0.9454 -2.0349
O -3.0558 -0.3282 -2.1441
C -3.5117 0.4393 -3.2378
C -4.6382 1.3425 -2.7571
O -1.0149 -0.4412 -3.4703
C 0.2095 -0.8282 -4.0579
C -0.0310 -1.9040 -5.1067
H -4.6221 -3.9857 -1.3267
H -4.4546 -3.0565 -2.8333
H -4.2857 -2.2429 -1.2829
H -2.3881 -4.4318 -2.2658
H -2.2076 -3.4462 -0.8035
H -3.8664 -0.2316 -4.0324
H -2.6909 1.0454 -3.6309
H -5.4059 0.7518 -2.2572
H -5.0755 1.8780 -3.5999
H -4.2276 2.0606 -2.0522
H 0.9096 -1.2010 -3.3089
H 0.6288 0.0785 -4.5104
H -0.5349 -2.7455 -4.6394
H 0.9196 -2.2251 -5.5220
H -0.6611 -1.5226 -5.9068
*
```

Results
- HOMO-LUMO gap (spin up / spin down) (eV) = 4.732 / 5.835
- LUMO energy (spin up / spin down) (eV) = 4.3263 / 4.1703


Formula: C3H7NO
Source: OMol25
Level of theory: wB97M-V/def2-TZVPD

The geometry in ORCA input format:
```
! RIJCOSX wB97M-V def2-TZVPD def2/J DEFGRID3
* xyz 0 1
C -1.0482 -0.5488 -0.3481
C 0.2269 -0.1476 0.3397
C 1.1355 0.8369 -0.2437
H -2.2308 0.3951 0.8668
H -0.9103 -0.6124 -1.4292
H -1.3516 -1.5472 -0.0380
H 0.1286 -0.2310 1.4253
H 1.6108 1.5223 0.4318
H 0.8869 1.2493 -1.2246
H 2.1245 -0.7320 0.5740
N 1.5201 -0.5765 -0.2558
O -2.0923 0.3918 -0.0982
*
```

Results
- HOMO-LUMO gap (eV) = 10.800
- LUMO energy (eV) = 0.9011


Formula: C25H21N4ORhS6Sb
Source: OMol25
Level of theory: wB97M-V/def2-TZVPD

The geometry in ORCA input format:
```
! RIJCOSX wB97M-V def2-TZVPD def2/J DEFGRID3
* xyz -1 1
Rh -0.6569 1.8922 -1.7975
S 1.6091 1.6144 -1.9999
C 2.0413 1.8150 -0.3191
N 3.2226 1.5715 0.1049
N 3.4593 1.7744 1.4715
C 2.9172 0.9128 2.4380
C 3.3456 1.0672 3.7598
C 2.8290 0.2713 4.7656
C 1.8709 -0.6964 4.4848
C 1.4532 -0.8580 3.1728
C 1.9698 -0.0688 2.1545
N 1.0447 2.2695 0.5914
N -0.0831 2.3784 0.0920
C -1.1143 2.7823 1.0073
C -1.0049 2.4541 2.3568
C -2.0207 2.8280 3.2165
C -3.1238 3.5273 2.7343
C -3.2174 3.8460 1.3886
C -2.2143 3.4666 0.5100
H 4.4543 1.8838 1.5906
H 4.0731 1.8370 3.9907
H 3.1701 0.4171 5.7832
H 1.4578 -1.3087 5.2751
H 0.7099 -1.6081 2.9280
H 1.6426 -0.2241 1.1379
H -0.1435 1.9013 2.7074
H -1.9560 2.5683 4.2654
H -3.9163 3.8163 3.4135
H -4.0691 4.3861 0.9963
H -2.2920 3.7302 -0.5369
S -2.4994 4.2707 -5.9357
Sb -2.5937 3.9069 -3.7180
S -2.3918 1.5333 -3.1660
S -0.4682 4.0363 -2.5981
S -4.2289 4.7671 -2.4087
O -0.9165 -0.2078 -0.9999
S 0.2751 -1.1376 -1.0059
C -0.3930 -2.6352 -0.2927
C -1.7626 -2.8524 -0.2880
C -2.2501 -4.0154 0.2847
C -1.3751 -4.9397 0.8461
C -0.0090 -4.7026 0.8466
C 0.4894 -3.5366 0.2798
C 0.4836 -1.7053 -2.6840
C -0.5351 -1.5355 -3.6039
C -0.3246 -1.9562 -4.9090
C 0.8828 -2.5391 -5.2679
C 1.8983 -2.6926 -4.3321
C 1.7064 -2.2600 -3.0298
H -2.4224 -2.1063 -0.7124
H -3.3160 -4.2012 0.2998
H -1.7651 -5.8444 1.2947
H 0.6687 -5.4153 1.2981
H 1.5522 -3.3230 0.2910
H -1.4545 -1.0432 -3.3133
H -1.1007 -1.8066 -5.6477
H 1.0430 -2.8562 -6.2904
H 2.8471 -3.1233 -4.6242
H 2.5020 -2.3256 -2.2968
*
```

Results
- HOMO-LUMO gap (eV) = 5.690
- LUMO energy (eV) = 1.0990